Entry 1:
Molecular formula: C7H7Cl
Method: DFT, the ωB97M-V functional and the def2-TZVPD basis

Last column: Mulliken charge in e.
Cartesian coordinates (Å):
Cl (-2.20544, -0.39085, -0.25009)  -0.22
C (-0.15428, -1.53536, 0.73055)  -0.76
C (2.93184, -0.78357, -0.86960)  -0.12
C (-0.62659, -0.43568, -0.00190)  0.73
C (2.22220, -0.19766, 0.00417)  -0.37
C (-0.44590, 1.99967, -0.34292)  -0.88
C (1.33991, 0.80844, 0.78626)  -0.77
C (0.03318, 0.82114, 0.08130)  0.40
H (1.12885, 0.96649, 2.07250)  0.20
H (3.81192, -1.09694, -1.61365)  0.34
H (1.87192, 1.76315, 0.57958)  0.40
H (0.05590, 2.91576, 0.06442)  0.24
H (-0.50855, -2.58309, 0.26742)  0.20
H (0.81636, -1.46644, 1.28636)  0.33
H (-1.48608, 2.08372, -0.73228)  0.28

Atoms 1-6, force components in eV/Å:
-4.759 -0.258 -2.130
0.274 -0.717 -3.266
-0.490 2.103 2.109
3.400 -2.845 4.121
2.890 -1.409 -2.258
-0.890 0.427 1.152

Energy relative to the best compared isomer or geometry (same formula, charge and spin): 6.065 eV
E_tot: -730.89186 a.u.
LUMO energy: -0.15 eV

=====

Entry 2:
Molecular formula: C2H8OS
Method: DFT, the ωB97M-V functional and the def2-TZVPD basis

Last column: Mulliken charge in e.
Cartesian coordinates (Å):
S (0.54708, 1.39185, -1.78789)  -0.31
O (-2.29295, 3.14730, -1.90828)  -0.58
C (0.60192, -0.11191, -0.73747)  -0.22
C (1.97686, -0.24095, -0.56954)  -0.51
H (2.59926, -0.99303, -1.02566)  0.25
H (-2.55939, 2.42367, -1.34627)  0.30
H (-0.69401, -4.08690, 5.32337)  0.00
H (0.01649, -0.94470, -1.11944)  0.30
H (2.45827, 0.39103, 0.17207)  0.26
H (-1.34128, -3.93893, 4.99201)  0.00
H (-1.41471, 2.87342, -2.20648)  0.28
H (0.10245, 0.08917, 0.21358)  0.23

Atoms 1-6, force components in eV/Å:
2.191 -1.103 0.423
0.242 0.180 -0.327
-3.528 -1.130 1.512
0.947 1.745 -0.582
0.002 0.137 -0.625
-0.199 -0.272 0.289

Energy relative to the best compared isomer or geometry (same formula, charge and spin): 3.740 eV
E_tot: -554.28040 a.u.
LUMO energy: -1.75 eV

=====

Entry 3:
Molecular formula: C20H29NO3
Method: DFT, the ωB97M-V functional and the def2-TZVPD basis

Last column: Mulliken charge in e.
Cartesian coordinates (Å):
O (0.62565, 3.81474, -0.92195)  -0.68
O (-2.07696, -0.31856, 0.29485)  -0.78
O (-1.31121, 1.79896, -1.45800)  -0.56
N (1.23421, 1.52630, -3.17524)  0.14
C (-2.27853, -3.79630, 2.83065)  -0.68
C (-1.30567, 1.58580, -2.85060)  -0.53
C (-0.76719, -3.97591, 2.74200)  -0.65
C (2.46187, 0.71154, 1.40940)  -1.17
C (2.05513, 1.95379, 1.86282)  -0.24
C (-2.53888, -2.64056, 1.86857)  -0.90
C (0.16750, 0.03331, 1.11106)  0.06
C (-0.03828, 2.11543, -3.54012)  -1.04
C (-0.91173, -0.97635, 0.74765)  0.95
C (0.70092, 2.23848, 1.94076)  -1.42
C (-1.33880, -1.69352, 2.05659)  0.01
C (0.20788, -1.28359, -1.44507)  -0.24
C (1.32259, 0.09224, -3.42254)  -1.22
C (-0.23087, 1.28381, 1.57275)  0.08
C (1.77724, 1.85818, -1.86541)  0.23
C (-0.43062, -1.97135, -0.34128)  -0.75
C (1.52828, -0.24017, 1.03359)  0.06
C (0.70360, -0.72735, -2.38602)  0.24
C (1.80742, 3.35521, -1.54941)  -1.21
C (-0.24372, -2.53824, 2.73937)  -0.98
H (0.02599, 3.19019, -3.35639)  0.37
H (0.25385, -2.70790, 0.08234)  0.29
H (1.24018, 1.34303, -1.05462)  0.08
H (-0.51222, -4.47699, 1.80626)  0.20
H (2.38730, -0.16647, -3.48788)  0.32
H (-0.35983, -4.56231, 3.56490)  0.42
H (-0.91804, 2.67260, -1.29199)  0.42
H (-1.28598, 1.50444, 1.63515)  0.52
H (0.59782, 3.43932, -0.02956)  0.26
H (-1.41051, 0.50840, -2.99765)  0.36
H (-1.30859, -2.49736, -0.72425)  0.52
H (-2.82863, -4.69652, 2.55917)  0.42
H (0.85905, -0.11717, -4.39122)  0.33
H (2.80750, 1.48630, -1.86418)  0.50
H (-2.17334, 2.08640, -3.30808)  0.40
H (-0.11023, -2.19554, 3.76639)  0.34
H (1.92202, 3.93999, -2.46407)  0.49
H (-0.16135, 1.96959, -4.61900)  0.45
H (-1.83311, 0.33090, -0.38616)  0.52
H (3.51483, 0.47987, 1.34295)  0.40
H (0.72288, -2.45414, 2.24708)  0.29
H (2.78596, 2.69347, 2.15615)  0.45
H (-2.55832, -3.51299, 3.84665)  0.29
H (1.88173, -1.18978, 0.66420)  0.39
H (-3.47946, -2.13042, 2.06340)  0.28
H (2.66745, 3.56045, -0.90108)  0.35
H (0.36842, 3.19948, 2.30970)  0.50
H (-1.63989, -0.88545, 2.72922)  0.88
H (-2.57533, -3.01727, 0.84813)  0.28

Atoms 1-6, force components in eV/Å:
-0.531 0.214 0.246
-0.071 -0.052 -0.065
-0.024 0.171 0.261
0.139 -0.002 -0.014
0.025 -0.089 -0.163
-0.015 0.070 -0.534

Energy relative to the best compared isomer or geometry (same formula, charge and spin): 3.098 eV
E_tot: -1059.90921 a.u.
LUMO energy: 0.78 eV

=====

Entry 4:
Molecular formula: C15H27Br8Cl9O4Sr2
Method: DFT, the ωB97M-V functional and the def2-TZVPD basis

Last column: Mulliken charge in e.
Cartesian coordinates (Å):
Sr (13.81423, 15.58827, -6.74719)  0.50
Sr (7.34387, 14.17579, -7.02264)  0.78
Br (10.40085, 22.08666, -15.57464)  -0.16
Br (7.04045, 14.93287, -19.15414)  -0.16
Br (17.31600, 13.30012, -11.02194)  -0.14
Br (11.29034, 21.36622, -11.02403)  -0.17
Br (17.40034, 16.65504, -11.28092)  -0.13
Br (6.85354, 8.58602, -18.56450)  -0.14
Br (11.43304, 16.15722, -18.13282)  -0.17
Br (3.91187, 6.95973, -19.42283)  -0.13
Cl (3.90403, 5.77291, -10.65244)  -0.11
Cl (3.29363, 6.32744, -7.83038)  -0.11
Cl (12.48722, 5.09936, -14.69701)  -0.12
Cl (5.51637, 4.63612, -8.31421)  -0.14
Cl (0.40408, 13.51572, -14.46052)  -0.13
Cl (12.86835, 6.30803, -12.10453)  -0.11
Cl (10.76122, 4.34284, -12.57730)  -0.12
Cl (0.63021, 12.63425, -11.66166)  -0.10
Cl (0.53027, 15.40048, -12.17866)  -0.12
O (9.59624, 11.04403, -4.03225)  -0.55
O (7.60546, 12.11088, -11.12520)  -0.58
O (12.67853, 11.46818, -4.19961)  -0.49
O (10.13184, 13.91386, -10.59329)  -0.58
C (3.97056, 8.61263, -18.28608)  -0.63
C (11.63328, 5.75017, -13.25671)  0.04
C (5.25721, 8.66006, -17.40246)  -0.63
C (11.95988, 10.42556, -4.88803)  -0.11
C (17.86228, 14.23994, -12.64673)  -0.60
C (1.11538, 13.83299, -12.80358)  0.05
C (8.65978, 15.41306, -18.16207)  -0.59
C (8.86258, 12.07123, -11.81518)  -0.24
C (18.68310, 15.44028, -12.18498)  -0.59
C (10.52423, 10.00844, -4.45728)  -0.32
C (10.22624, 21.48073, -13.68676)  -0.63
C (11.36754, 22.11651, -12.85449)  -0.54
C (9.83320, 13.32109, -11.87623)  -0.26
C (9.75679, 15.73827, -19.14466)  -0.62
C (4.53069, 6.01980, -9.03893)  0.07
H (12.56298, 9.52202, -4.97740)  0.25
H (10.96534, 6.58115, -13.48351)  0.32
H (16.95760, 14.56780, -13.15876)  0.39
H (3.83969, 9.56341, -18.80280)  0.40
H (19.57201, 15.27136, -11.57719)  0.40
H (8.71060, 11.80628, -12.86151)  0.23
H (9.42742, 11.23641, -11.40031)  0.21
H (12.30643, 21.84416, -13.33658)  0.37
H (10.73488, 13.03067, -12.41544)  0.24
H (9.45428, 16.64676, -19.66547)  0.38
H (8.45599, 16.27289, -17.52390)  0.38
H (10.04871, 9.53688, -5.31729)  0.24
H (3.14692, 8.63949, -17.57264)  0.37
H (9.43967, 14.12304, -12.50082)  0.22
H (18.52115, 13.59832, -13.23181)  0.35
H (2.20344, 13.87223, -12.85533)  0.30
H (5.13704, 6.91417, -9.18222)  0.29
H (11.79464, 10.85610, -5.87567)  0.19
H (10.00175, 14.87640, -19.76537)  0.39
H (11.22118, 23.19463, -12.78870)  0.37
H (8.97105, 14.55427, -17.56735)  0.38
H (18.91490, 15.95754, -13.11601)  0.32
H (9.25433, 21.86169, -13.37315)  0.36
H (10.20209, 20.39121, -13.66506)  0.40
H (5.27229, 7.74963, -16.80329)  0.36
H (10.50578, 9.19905, -3.72746)  0.27
H (5.25307, 9.56230, -16.79086)  0.40

Atoms 1-6, force components in eV/Å:
-0.131 -0.318 0.053
0.506 -0.453 -0.697
0.028 -0.305 0.696
0.295 0.132 0.241
-0.094 -0.517 -0.344
0.116 0.309 -0.654

E_tot: -25683.25772 a.u.
LUMO energy: -3.44 eV

=====

Max |F| (computed, eV/A): 6.1; 4.0; 0.6; 6.0